Computed, not measured: a molecular structure, C16H36Cl3N2O6P2Si4V, with ωB97M-V/def2-TZVPD.

Properties
⟨S²⟩ = 3.759
2S+1 = 4
energy above the lowest of the compared OMol25 structures with the same formula, charge and spin = 1.0 kcal per mole
HOMO (alpha / beta) = -4.82 / -5.05 eV
total charge = -1
HOMO-LUMO gap (alpha / beta) = 0.26224 / 0.27083 Ha

XYZ file:
```
70
C16H36Cl3N2O6P2Si4V (ωB97M-V/def2-TZVPD)
V 0.99153 0.17738 0.88380
C -3.88476 -1.09887 -1.20667
Si -2.19507 -1.22879 -0.33373
C -2.72328 -1.66293 1.42667
C -1.45595 -2.79821 -1.06714
C -1.15540 0.28925 -0.52745
Si -0.71057 0.69641 -2.26692
C -0.03421 2.43850 -2.57443
C -2.15971 0.60078 -3.49075
C 0.60258 -0.38731 -3.08710
Si -1.74192 1.73673 0.37150
C -3.18622 2.74588 -0.33560
C -2.26582 1.52729 2.17735
C -0.27940 2.96445 0.33930
C -0.39104 4.34095 0.16511
C 0.74142 5.12316 0.02460
C 1.98030 4.49710 0.03577
C 2.02355 3.12947 0.22465
N 0.93143 2.37783 0.38481
H -4.54375 -1.88705 -0.82718
H -3.81386 -1.21883 -2.28725
H -4.36928 -0.13762 -1.01455
H -3.19881 -2.64843 1.38310
H -3.45902 -0.96275 1.82428
H -1.88173 -1.72378 2.11562
H -2.23882 -3.56295 -1.11011
H -0.64098 -3.20273 -0.46648
H -1.10239 -2.65514 -2.09124
H -0.73289 3.22890 -2.29393
H 0.14380 2.52611 -3.65120
H 0.91467 2.62518 -2.06892
H -3.06950 1.05198 -3.08867
H -2.39406 -0.43227 -3.75584
H -1.89348 1.12717 -4.41304
H 1.58722 -0.20834 -2.65309
H 0.66084 -0.13009 -4.14926
H 0.36638 -1.45422 -3.05412
H -4.05305 2.08904 -0.45192
H -2.96050 3.15064 -1.32693
H -3.48150 3.56933 0.32139
H -3.32940 1.28524 2.23648
H -2.11012 2.47176 2.70809
H -1.72079 0.74240 2.69473
H -1.37592 4.78621 0.12705
H 0.66231 6.19491 -0.11115
H 2.89982 5.04920 -0.10066
H 2.97097 2.60545 0.23145
N 3.68180 -2.04820 2.07628
C 2.89262 -2.77482 1.01152
C 3.59211 -4.11620 0.80852
P 1.16702 -3.03574 1.65439
O 1.52784 -2.98142 3.27025
O 0.67352 -4.38796 1.34264
O 0.37789 -1.79103 1.32970
P 2.90064 -1.86005 -0.61811
O 1.75655 -2.74274 -1.30191
O 4.24038 -2.07792 -1.19774
O 2.41579 -0.42987 -0.44371
H 3.39469 -2.44286 2.98296
H 3.45786 -0.94526 2.17201
H 4.68216 -2.19453 1.95101
H 3.63979 -4.68330 1.74331
H 4.59378 -3.95918 0.40506
H 3.01665 -4.70379 0.09754
H 1.11654 -3.74550 3.69105
H 1.08050 -2.20206 -1.73142
Cl 0.98439 3.06633 3.88158
Si 1.03770 1.00488 3.40633
Cl 3.06189 1.06475 2.35279
Cl 1.78430 0.23808 5.24553
```

Want to see where the charge sits? The Mulliken charges in e are: 1.41 -1.17 0.32 -1.24 -0.97 1.81 0.18 -1.17 -1.23 -1.29 -0.40 -1.29 -1.24 -0.47 -0.13 -0.56 -0.94 -0.73 1.53 0.38 0.33 0.22 0.46 0.37 0.06 0.43 0.12 0.37 0.25 0.50 0.26 0.32 0.29 0.36 0.14 0.45 0.48 0.31 0.30 0.40 0.38 0.32 0.19 0.38 0.42 0.42 0.33 0.09 0.45 -1.94 0.60 -0.57 -0.83 -0.44 0.80 -0.64 -0.86 -0.66 0.50 -0.15 0.41 0.49 0.49 0.34 0.31 0.04 -0.35 0.20 -0.54 -0.39